Entry 1:
Molecular formula: C4H10O
Method: DFT, the ωB97M-V functional and the def2-TZVPD basis

```
15
Properties=species:S:1:pos:R:3:mulliken_charge:R:1
C 0.23605 2.20803 0.05884 -1.14
C 0.57304 0.74594 -0.26080 -0.33
C -0.39293 -0.26404 0.35900 -0.52
C -0.14506 -1.66072 -0.18035 -0.52
O -1.06655 -2.55230 0.41649 -0.50
H -0.83754 2.33455 0.24140 0.32
H 0.76853 2.56848 0.94474 0.28
H 0.50342 2.86348 -0.77540 0.32
H 0.56602 0.59956 -1.34939 0.30
H 1.59680 0.51815 0.06663 0.30
H -1.42923 0.01745 0.13042 0.31
H -0.30259 -0.27966 1.45261 0.27
H -0.26225 -1.64608 -1.27714 0.31
H 0.89555 -1.95801 0.03208 0.29
H -0.93267 -3.42244 0.02317 0.30
```

Summary:
Relative energy (zero: lowest compared OMol25 entry of this formula, charge and spin) in kcal/mol: 8.7
Gap between HOMO and LUMO in eV: 11.3
SMILES: CCCCO
Lowest unoccupied orbital energy in hartree: 0.038
HOMO level in eV: -10.301
Multiplicity: 1


Entry 2:
Molecular formula: C5H8N
Method: DFT, the ωB97M-V functional and the def2-TZVPD basis

```
14
Properties=species:S:1:pos:R:3:mulliken_charge:R:1
C 1.13239 -1.31774 1.65904 -1.04
C -0.44583 -0.97163 1.36316 -0.06
C -1.15249 -0.50910 0.34712 -0.20
C -1.04135 -0.28815 -1.02774 -0.03
C -0.60992 0.57623 -1.69772 -0.29
N 0.14503 1.77742 -1.97765 -0.16
H 1.67260 -1.04833 0.76435 0.32
H 1.38643 -2.36263 1.63759 0.32
H 1.48418 -0.86723 2.45439 0.35
H -1.20824 -0.87415 2.10610 0.33
H -2.15430 -0.16624 0.30496 0.36
H -0.04134 2.44883 -1.22752 0.37
H -0.24960 2.06950 -2.84233 0.37
H 1.08244 1.53321 -1.86375 0.35
```

Summary:
Relative energy (zero: lowest compared OMol25 entry of this formula, charge and spin) in kcal/mol: 152.0
Gap between HOMO and LUMO in eV: 8.6
SMILES: C/C=C\C#C[NH3+]
Lowest unoccupied orbital energy in hartree: -0.173
HOMO level in eV: -13.348
Multiplicity: 1
Charge: +1


Entry 3:
Molecular formula: C12H37AgBN3O3
Method: DFT, the ωB97M-V functional and the def2-TZVPD basis

```
57
Properties=species:S:1:pos:R:3:mulliken_charge:R:1
Ag -1.29959 0.25449 -0.02798 0.22
B -2.85137 1.53905 1.64384 1.10
H -2.87179 2.21151 0.61650 -0.39
H -2.94871 0.35854 1.37687 -0.54
H -1.78601 1.74553 2.20396 -0.40
H -3.75041 1.84781 2.39117 -0.19
C -0.67696 -1.17353 -3.63071 -1.36
C -1.39418 0.15568 -3.41261 0.40
C -2.82403 -0.05029 -2.94429 -0.99
O -2.83650 -0.61688 -1.65800 -0.03
C -4.14070 -0.61875 -1.09541 -0.88
N -0.63036 0.97793 -2.44458 -0.50
H 0.36720 -1.01545 -3.89698 0.39
H -1.15645 -1.69157 -4.46460 0.46
H -0.79321 -1.79576 -2.74389 0.14
H -1.44260 0.70706 -4.36004 0.38
H -3.37252 -0.67954 -3.65409 0.37
H -3.31812 0.93382 -2.89515 0.45
H -4.08503 -1.13691 -0.14448 0.19
H -4.83232 -1.17203 -1.74658 0.30
H -4.51129 0.39921 -0.96176 0.35
H 0.31677 1.13048 -2.77086 0.22
H -1.05638 1.90039 -2.42024 0.24
C 1.69507 1.14725 2.76944 -1.31
C 1.54188 2.26255 1.75289 0.20
C 2.89750 2.77791 1.29234 -0.93
O 3.53950 1.74415 0.54336 -0.22
C 4.91859 1.91071 0.37034 -0.85
N 0.74404 1.77202 0.61721 -0.02
H 2.32103 1.49057 3.59575 0.52
H 2.14370 0.26658 2.30912 0.18
H 0.72566 0.87534 3.18861 0.22
H 0.99708 3.11895 2.15805 0.40
H 3.53604 3.04034 2.14171 0.50
H 2.76158 3.64813 0.63681 0.34
H 5.40649 0.93232 0.37903 0.25
H 5.39432 2.46681 1.18978 0.33
H 5.15693 2.43263 -0.56357 0.30
H 1.28433 1.02449 0.19063 -0.18
H 0.72351 2.47232 -0.12091 0.17
C -0.13922 -3.23549 2.62004 -1.77
C -0.26429 -2.05269 1.65046 0.57
C 0.73493 -2.24716 0.52534 -1.08
O 0.94163 -1.06204 -0.22990 0.65
C 2.01338 -1.22857 -1.12504 -1.07
N -1.61128 -1.96168 1.07018 -0.45
H -0.41465 -4.17446 2.13269 0.38
H -0.77692 -3.08270 3.49092 0.43
H 0.87808 -3.34500 3.00730 0.42
H -0.05262 -1.15259 2.22847 -0.12
H 0.36862 -3.04526 -0.13419 0.39
H 1.68881 -2.55332 0.97307 0.42
H 1.90940 -2.13813 -1.72916 0.35
H 2.97183 -1.28510 -0.59084 0.31
H 2.06069 -0.36715 -1.78995 0.21
H -2.33785 -1.77167 1.75456 0.28
H -1.86322 -2.89088 0.73540 0.25
```

Summary:
Relative energy (zero: lowest compared OMol25 entry of this formula, charge and spin) in kcal/mol: 3.5
Gap between HOMO and LUMO in eV: 8.2
Lowest unoccupied orbital energy in hartree: 0.017
HOMO level in eV: -7.771
Multiplicity: 1


> lowest unoccupied orbital energy of number 1 (C4H10O)?

0.038 hartree


> Among the records above, which one has the lowest HOMO level?

C5H8N